[1]
{
  "formula": "C14H26BrCaFIKLiNO7S",
  "method": "the ωB97M-V functional and the def2-TZVPD basis",
  "orbital_gap_ha": 0.1036,
  "largest_force_ev_per_a": 8.02,
  "charge": 0,
  "spin_multiplicity": 1,
  "energy_ha": -5784.6885,
  "elements": ["C", "C", "O", "C", "O", "C", "C", "C", "C", "O", "C", "O", "N", "C", "I", "C", "S", "H", "H", "H", "H", "H", "H", "H", "H", "H", "H", "H", "H", "H", "H", "H", "H", "H", "H", "C", "C", "O", "H", "H", "H", "H", "H", "K", "Ca", "C", "C", "O", "O", "H", "H", "H", "Br", "F", "Li"],
  "xyz": [[6.8594, -2.6116, 0.7043], [6.3118, -2.5987, -0.8757], [7.5561, -2.4288, -1.6973], [5.2610, -1.3154, -1.0860], [4.2827, -1.4078, 0.0086], [3.1376, -0.5040, -0.1828], [3.2996, 0.8654, -1.0686], [4.4185, 1.9275, -0.5140], [3.8748, 3.4630, -0.7811], [4.8917, 1.6805, 0.8564], [2.4575, -0.4520, 1.3099], [2.8332, 0.1193, 2.4566], [1.1615, -1.2424, 1.4837], [0.6535, -1.4540, 0.0747], [-0.5445, 0.4081, -0.2063], [2.0248, -1.5408, -0.8792], [1.3207, -1.1058, -2.5596], [7.7838, -3.3482, 0.8266], [7.1801, -1.4942, 0.9481], [5.9813, -2.8972, 1.4352], [5.7982, -3.6214, -1.1370], [7.9065, -1.4935, -1.5858], [5.9561, -0.3503, -0.9986], [4.8063, -1.3305, -2.1641], [3.5946, 0.6395, -2.2031], [2.2278, 1.3668, -1.1281], [5.3727, 1.8007, -1.2202], [2.6996, 3.5004, -0.8952], [4.3048, 3.7893, -1.8449], [4.2218, 4.2260, 0.0372], [4.6214, 2.4914, 1.4165], [0.4904, -0.9028, 2.2069], [-0.1815, -2.2578, -0.0911], [2.2495, -2.6890, -0.8470], [2.2576, -1.4713, -3.5636], [-4.8394, -0.5481, 1.5759], [-4.4374, 0.1427, 0.2608], [-4.6194, -0.7386, -0.7091], [-4.2220, -1.4318, 1.7805], [-4.7057, 0.1450, 2.4148], [-5.8925, -0.8569, 1.5717], [-3.4202, 0.5265, 0.4362], [-5.0196, 1.0770, 0.2364], [-2.4925, 0.2601, 1.9398], [-6.9925, -1.7171, 2.0967], [-9.3848, 2.7274, 0.1472], [-9.8718, 1.3724, 0.6309], [-9.0629, 0.7393, 1.3649], [-11.0275, 1.0527, 0.2350], [-8.3806, 2.9469, 0.5224], [-9.3564, 2.7429, -0.9464], [-10.0632, 3.5118, 0.4959], [-11.5275, -1.1808, 0.6303], [-7.5275, 4.2230, 0.0680], [-4.2275, -2.7548, -0.9875]],
  "mulliken_charge": [-0.814, -0.016, -0.547, -0.042, -0.400, 1.337, -0.528, 0.241, -0.971, -0.428, -0.234, -0.601, -0.239, -0.734, 0.000, -0.391, -0.158, 0.298, 0.207, 0.239, 0.285, 0.356, 0.086, 0.113, 0.291, 0.214, 0.120, 0.229, 0.279, 0.347, 0.313, 0.247, 0.420, 0.421, 0.181, -1.387, -0.060, -0.768, 0.527, 0.618, 0.209, -0.092, 0.435, 0.643, 0.210, -0.859, 0.808, -0.541, -0.484, 0.356, 0.274, 0.285, -0.082, -0.800, 0.585]
}

=====

[2]
{
  "formula": "C23H31IN3NiO5",
  "method": "the ωB97M-V functional and the def2-TZVPD basis",
  "orbital_gap_ha": [0.2017, 0.1996],
  "largest_force_ev_per_a": 3.22,
  "s_squared": 2.005,
  "charge": -1,
  "spin_multiplicity": 3,
  "energy_ha": -3241.5207,
  "elements": ["Ni", "O", "C", "C", "N", "C", "C", "O", "O", "C", "C", "O", "O", "H", "H", "H", "H", "H", "H", "H", "H", "H", "I", "C", "C", "C", "C", "C", "N", "H", "H", "H", "H", "C", "C", "C", "C", "C", "C", "C", "C", "N", "C", "C", "C", "C", "H", "H", "H", "H", "H", "H", "H", "H", "H", "H", "H", "H", "H", "H", "H", "H", "H", "H"],
  "xyz": [[0.2006, 0.1898, 1.4276], [-3.4160, 0.4640, -0.6968], [-3.9936, -0.8599, -0.6391], [-4.2847, -1.4836, 0.7519], [-3.1556, -1.7194, 1.6185], [-2.3364, -2.8529, 1.4148], [-0.9926, -2.4743, 0.7387], [-0.7611, -2.9499, -0.3925], [-0.2429, -1.7659, 1.5005], [-2.7556, -0.8035, 2.6825], [-2.4844, 0.7633, 2.4989], [-2.7499, 1.4938, 3.4938], [-1.7443, 0.9804, 1.4341], [-2.8341, 0.5335, 0.1232], [-3.2882, -1.5148, -1.1412], [-4.9440, -0.8037, -1.1759], [-4.8217, -2.4394, 0.6663], [-4.8877, -0.8000, 1.3897], [-2.8999, -3.5705, 0.8429], [-2.1369, -3.4236, 2.3447], [-1.9397, -1.2852, 3.2207], [-3.5646, -0.8213, 3.4674], [0.3671, 0.2074, 4.7206], [2.0135, -0.2877, 3.4520], [3.1553, -0.7552, 4.1482], [4.1411, -1.3479, 3.3776], [4.0408, -1.3706, 2.0208], [3.0020, -0.7389, 1.4023], [1.9744, -0.2375, 2.1617], [3.2506, -0.5100, 5.1964], [4.9493, -1.8924, 3.9018], [4.6866, -2.0455, 1.4718], [3.0633, -0.4470, 0.3883], [2.3882, -2.7080, -2.6419], [1.7419, -1.3733, -2.5879], [1.4517, -0.7246, -3.8217], [0.5827, 0.4095, -3.8190], [0.2819, 1.1839, -5.0933], [0.2116, 0.9395, -2.6273], [0.6477, 0.4534, -1.3465], [1.2277, -0.8482, -1.3914], [0.5881, 1.1688, -0.2218], [0.3797, 2.6364, -0.2115], [0.6875, 3.0835, 1.2688], [-0.9959, 3.1777, -0.6461], [1.4569, 3.3082, -1.1047], [3.4430, -2.5280, -2.7545], [2.1509, -3.2895, -3.5210], [2.3292, -3.3656, -1.7882], [1.8512, -1.2001, -4.7248], [1.1236, 1.7056, -5.5051], [-0.5812, 1.8616, -4.9297], [-0.0293, 0.4786, -5.9275], [-0.5021, 1.7881, -2.6970], [1.4013, -1.4416, -0.4875], [0.0834, 2.4723, 1.9722], [0.3854, 4.1273, 1.4041], [1.7733, 2.9141, 1.5301], [-1.7405, 2.4553, -0.2561], [-1.0872, 3.2789, -1.7265], [-1.1399, 4.1820, -0.3028], [2.4140, 2.8228, -0.8358], [1.5737, 4.3747, -0.8611], [1.2911, 3.2254, -2.1569]],
  "nbo_charge": [1.483, -0.760, -0.082, -0.223, -0.473, -0.306, 0.793, -0.671, -0.906, -0.345, 0.801, -0.683, -0.902, 0.501, 0.177, 0.157, 0.183, 0.189, 0.198, 0.168, 0.230, 0.173, 0.209, 0.132, -0.279, -0.160, -0.254, 0.086, -0.571, 0.232, 0.221, 0.229, 0.250, -0.626, 0.010, -0.331, -0.014, -0.621, -0.274, 0.215, -0.301, -0.805, 0.137, -0.609, -0.637, -0.623, 0.194, 0.207, 0.218, 0.185, 0.205, 0.207, 0.198, 0.193, 0.208, 0.205, 0.211, 0.196, 0.259, 0.193, 0.193, 0.200, 0.191, 0.217]
}

=====

[3]
{
  "formula": "C39H30CrO4P",
  "method": "the ωB97M-V functional and the def2-TZVPD basis",
  "orbital_gap_ha": [0.2166, 0.1182],
  "largest_force_ev_per_a": 5.30,
  "s_squared": 2.056,
  "charge": 1,
  "e_above_lowest_kcal_mol": 0.0,
  "spin_multiplicity": 3,
  "energy_ha": -3190.5710,
  "elements": ["O", "C", "Cr", "C", "O", "C", "O", "C", "C", "C", "C", "C", "C", "C", "C", "C", "C", "C", "C", "C", "C", "C", "H", "H", "H", "H", "H", "H", "H", "H", "H", "H", "H", "C", "C", "C", "P", "C", "C", "C", "C", "C", "C", "C", "C", "C", "C", "C", "C", "C", "C", "C", "C", "C", "C", "O", "H", "H", "H", "H", "H", "H", "H", "H", "H", "H", "H", "H", "H", "H", "H", "H", "H", "H", "H"],
  "xyz": [[-2.9239, -5.1889, 4.3515], [-3.2349, -4.4075, 3.5443], [-3.6203, -2.9711, 2.3520], [-1.7737, -2.6568, 2.2278], [-0.6389, -2.3812, 2.1740], [-3.5029, -1.8698, 3.8822], [-3.3095, -1.2607, 4.8579], [-5.7313, -3.4122, 2.0510], [-4.9695, -4.2866, 1.2634], [-3.9592, -3.7936, 0.4357], [-3.7404, -2.3971, 0.2914], [-2.5593, -1.8897, -0.3950], [-1.5966, -1.6635, -1.1308], [-0.5289, -1.4995, -1.9759], [0.3125, -2.6288, -2.2420], [1.1612, -2.6722, -3.3775], [1.9730, -3.7769, -3.6122], [1.9272, -4.8867, -2.7513], [1.0459, -4.8915, -1.6617], [0.2719, -3.7675, -1.3893], [-4.5188, -1.5358, 1.1032], [-5.5325, -2.0342, 1.9261], [-6.4682, -3.7962, 2.7605], [-5.1357, -5.3617, 1.3256], [-3.3011, -4.4803, -0.1048], [-0.4535, -0.6212, -2.6179], [1.1483, -1.8265, -4.0710], [2.6379, -3.7713, -4.4786], [2.5806, -5.7422, -2.9319], [0.9539, -5.7749, -1.0252], [-0.3961, -3.7437, -0.5259], [-4.2851, -0.4710, 1.0923], [-6.1354, -1.3385, 2.5082], [3.6761, -0.5313, -2.6475], [3.2907, 0.5903, -1.7035], [1.9014, 0.6661, -1.3375], [1.4469, 2.0455, -0.3511], [2.0600, 1.8467, 1.3470], [3.3959, 2.1741, 1.6232], [3.9138, 2.0244, 2.9095], [3.1013, 1.5208, 3.9310], [1.7803, 1.1545, 3.6526], [1.2615, 1.2907, 2.3607], [2.0967, 3.6483, -0.8847], [2.3073, 4.6689, 0.0582], [2.8217, 5.9036, -0.3456], [3.1232, 6.1299, -1.6917], [2.8919, 5.1227, -2.6355], [2.3572, 3.8924, -2.2412], [-0.3377, 2.3293, -0.2613], [-0.9432, 3.5949, -0.3820], [-2.3345, 3.7157, -0.3605], [-3.1433, 2.5809, -0.2445], [-2.5430, 1.3225, -0.1420], [-1.1566, 1.2035, -0.1052], [4.1718, 1.3838, -1.3016], [2.8860, -0.7344, -3.3768], [4.5919, -0.2517, -3.1783], [3.8679, -1.4526, -2.0802], [1.2592, -0.1959, -1.4849], [4.0391, 2.5397, 0.8222], [4.9491, 2.3038, 3.1047], [3.5055, 1.4053, 4.9385], [1.1448, 0.7563, 4.4453], [0.2368, 0.9855, 2.1471], [2.0776, 4.5020, 1.1130], [2.9857, 6.6824, 0.4001], [3.5381, 7.0906, -2.0045], [3.1258, 5.2909, -3.6878], [2.1522, 3.1159, -2.9804], [-0.3243, 4.4862, -0.4836], [-2.7955, 4.7004, -0.4425], [-4.2310, 2.6649, -0.2478], [-3.1372, 0.4132, -0.1163], [-0.7078, 0.2187, 0.0089]],
  "mulliken_charge": [-0.278, 0.375, -0.105, 0.487, -0.290, 0.392, -0.298, -0.753, -0.644, -0.019, 0.851, -0.690, 0.287, -0.703, 1.278, -0.460, -0.523, -0.448, -0.655, -0.529, -0.204, -0.572, 0.470, 0.536, 0.622, 0.470, 0.467, 0.392, 0.394, 0.396, 0.277, 0.367, 0.529, -1.100, 0.669, -0.558, 2.130, 0.219, -0.010, -0.801, -0.495, -0.742, -0.183, 0.078, -0.254, -0.854, -0.472, -0.785, -0.233, 0.076, -0.722, -0.910, -0.694, -0.478, -0.318, -0.678, 0.223, 0.415, 0.234, -0.250, 0.446, 0.411, 0.378, 0.404, 0.245, 0.518, 0.404, 0.392, 0.397, 0.381, 0.418, 0.409, 0.433, 0.150, 0.682]
}

=====

[4]
{
  "formula": "C18H19N3O5",
  "method": "the ωB97M-V functional and the def2-TZVPD basis",
  "orbital_gap_ha": 0.2974,
  "largest_force_ev_per_a": 19.90,
  "charge": 0,
  "e_above_lowest_kcal_mol": 507.1,
  "spin_multiplicity": 1,
  "energy_ha": -1237.0524,
  "elements": ["C", "H", "O", "C", "C", "C", "C", "C", "C", "O", "C", "H", "H", "H", "H", "C", "N", "O", "C", "N", "C", "N", "C", "O", "C", "C", "O", "C", "C", "H", "H", "C", "H", "H", "H", "C", "H", "H", "H", "H", "H", "H", "H", "H", "H"],
  "xyz": [[3.1857, -6.4085, -1.8398], [3.4879, -7.0698, -2.5245], [2.3719, -5.3587, -2.6486], [1.9617, -4.3622, -1.9646], [2.4151, -4.0390, -0.5801], [1.7210, -3.0717, 0.0031], [0.8554, -2.3096, -0.6606], [0.6825, -2.3736, -2.2005], [1.1857, -3.5440, -2.8272], [0.7608, -3.6517, -4.0002], [0.9209, -4.8725, -4.9709], [0.5942, -4.7109, -5.9169], [2.2763, -4.9307, -4.8390], [0.5321, -5.7270, -4.3632], [0.0697, -1.7117, -2.7420], [0.2725, -1.0760, -0.1236], [-0.4240, -0.1100, -0.6005], [-0.7645, 0.7729, 0.2337], [-0.1495, 0.6304, 1.2160], [0.4736, -0.6790, 1.1298], [-0.1253, 1.3161, 2.4714], [-0.6048, 2.5359, 2.1853], [-1.8372, 3.1514, 2.4151], [-2.7470, 2.2930, 2.9065], [-1.8939, 4.7553, 2.0195], [-3.1530, 5.1992, 1.6999], [-2.9676, 6.4439, 1.8555], [-2.0012, 6.8986, 2.1774], [-1.2414, 5.5996, 2.7120], [-0.3154, 5.7023, 3.2658], [-1.7618, 7.9272, 2.3118], [-4.1630, 4.4769, 1.0254], [-4.3776, 3.4403, 1.4201], [-4.0964, 4.4044, 0.0686], [-5.1535, 4.9253, 1.3725], [0.4317, 3.4823, 1.4787], [1.4807, 3.8094, 2.2702], [-0.0076, 4.2045, 1.2469], [1.0093, 2.8045, 0.7917], [0.6061, 1.0649, 2.9920], [-1.1675, 0.9075, 3.2732], [1.7393, -2.9926, 0.9476], [2.8793, -4.8670, -0.0842], [2.8026, -6.9191, -0.9436], [4.2363, -5.9604, -1.6596]],
  "nbo_charge": [-0.280, 0.191, -0.502, 0.267, -0.299, -0.199, -0.108, -0.191, 0.319, -0.528, -0.227, 0.192, 0.197, 0.205, 0.225, 0.321, -0.236, -0.193, 0.501, -0.541, -0.246, -0.443, 0.691, -0.663, -0.200, 0.214, -0.302, 0.163, -0.324, 0.237, 0.190, -0.656, 0.273, 0.210, 0.227, -0.302, 0.158, 0.140, 0.209, 0.220, 0.263, 0.214, 0.214, 0.207, 0.196]
}